(1)
# C40H64ClFIN3O10

A 3-piece molecular cluster, C40H64ClFIN3O10 overall (wB97M-V/def2-TZVPD, OMol25).

Last column: Löwdin charge in e.
Element x y z (Å)
C 6.047 1.377 4.770  -0.106
C 6.000 0.775 3.365  -0.244
C 5.845 -0.764 3.401  -0.185
C 4.869 -1.323 2.366  -0.194
N 4.162 -2.524 2.849  0.029
C 2.766 -2.603 2.592  -0.110
C 2.290 -3.674 1.831  -0.170
O 3.162 -4.623 1.361  -0.045
C 4.047 -4.168 0.325  -0.164
C 3.403 -3.311 -0.748  -0.183
C 4.405 -3.086 -1.895  -0.221
C 5.467 -2.024 -1.510  -0.090
C 0.928 -3.853 1.542  -0.026
C 0.585 -5.097 0.752  -0.256
F -0.537 -4.933 -0.050  -0.005
C 0.439 -6.364 1.616  -0.156
C 0.295 -6.150 3.116  -0.080
C -0.008 -2.924 2.018  -0.037
C -1.477 -3.110 1.759  -0.144
O -1.792 -2.523 0.503  -0.122
O -3.036 -3.094 0.100  -0.014
C 0.463 -1.824 2.741  -0.002
C 1.826 -1.671 3.033  -0.004
C 2.231 -0.495 3.844  -0.285
O 3.061 -0.544 4.709  0.153
C 1.500 0.750 3.510  -0.073
C 2.132 1.981 3.481  -0.025
C 1.385 3.092 3.110  -0.688
Cl 2.238 4.600 3.025  0.646
C 0.019 2.989 2.814  -0.590
I -1.024 4.732 2.260  1.054
C -0.634 1.746 2.875  -0.142
C -2.088 1.603 2.510  -0.204
O -2.143 1.145 1.164  -0.160
C -3.024 1.863 0.320  -0.096
C 0.145 0.624 3.216  -0.013
C -0.436 -0.757 3.279  -0.255
O -1.497 -0.985 3.788  0.143
H 6.622 2.298 4.791  0.067
H 5.048 1.545 5.159  0.058
H 6.534 0.690 5.457  0.072
H 5.209 1.221 2.769  0.087
H 6.944 1.006 2.877  0.100
H 6.820 -1.212 3.231  0.111
H 5.555 -1.048 4.407  0.093
H 4.163 -0.570 2.013  0.115
H 5.460 -1.622 1.500  0.088
H 4.367 -2.706 3.820  0.125
H 4.447 -5.072 -0.125  0.132
H 4.888 -3.627 0.752  0.105
H 2.529 -3.803 -1.166  0.094
H 3.142 -2.326 -0.375  0.117
H 3.874 -2.688 -2.751  0.078
H 4.902 -4.012 -2.168  0.107
H 6.382 -2.517 -1.190  0.071
H 5.131 -1.419 -0.671  0.050
H 5.672 -1.353 -2.336  0.068
H 1.411 -5.271 0.078  0.128
H -0.389 -6.941 1.213  0.117
H 1.337 -6.955 1.456  0.111
H 0.215 -7.127 3.590  0.075
H 1.169 -5.678 3.547  0.077
H -0.614 -5.609 3.366  0.076
H -1.693 -4.172 1.706  0.116
H -2.091 -2.695 2.547  0.119
H -2.757 -3.621 -0.660  0.093
H 3.179 2.069 3.714  0.099
H -2.592 0.883 3.141  0.121
H -2.577 2.562 2.620  0.049
H -2.494 2.633 -0.243  0.077
H -3.849 2.323 0.858  0.078
H -3.442 1.163 -0.398  0.090
C 1.298 -2.909 -3.719  -0.115
O 2.117 -2.836 -4.870  -0.194
C 1.965 -3.914 -5.784  -0.213
C 1.243 -3.491 -7.047  -0.216
N -0.165 -3.211 -6.800  -0.052
C -0.873 -2.547 -7.893  -0.199
C -0.371 -1.198 -8.400  -0.230
O -0.558 -0.116 -7.509  -0.179
C 0.401 0.002 -6.476  -0.100
H 1.675 -2.178 -3.006  0.084
H 0.255 -2.658 -3.937  0.080
H 1.345 -3.901 -3.259  0.087
H 1.463 -4.762 -5.308  0.123
H 2.973 -4.236 -6.061  0.122
H 1.315 -4.300 -7.780  0.124
H 1.779 -2.624 -7.453  0.103
H -0.254 -2.647 -5.966  0.068
H -1.905 -2.406 -7.564  0.120
H -0.907 -3.238 -8.743  0.116
H -0.968 -0.950 -9.281  0.121
H 0.673 -1.237 -8.736  0.111
H 1.400 -0.286 -6.813  0.088
H 0.123 -0.589 -5.599  0.072
H 0.426 1.048 -6.171  0.088
C -8.814 7.421 1.922  -0.114
O -8.139 7.939 0.794  -0.191
C -7.083 8.844 1.089  -0.216
C -5.721 8.233 0.829  -0.215
N -5.398 7.192 1.797  -0.048
C -4.233 6.372 1.473  -0.235
C -4.213 5.602 0.153  -0.236
O -5.117 4.515 0.083  -0.193
C -6.459 4.847 -0.223  -0.090
H -9.727 6.947 1.565  0.089
H -8.223 6.667 2.452  0.075
H -9.087 8.216 2.622  0.088
H -7.160 9.213 2.116  0.122
H -7.204 9.698 0.418  0.121
H -4.965 9.021 0.898  0.124
H -5.722 7.861 -0.203  0.103
H -6.199 6.587 1.915  0.069
H -4.130 5.643 2.280  0.094
H -3.344 7.014 1.510  0.104
H -3.222 5.154 0.060  0.070
H -4.336 6.257 -0.718  0.115
H -6.521 5.679 -0.929  0.090
H -7.030 5.086 0.677  0.073
H -6.916 3.970 -0.680  0.090

- Total charge: 0
- Largest force on an atom: 1.23 eV Å⁻¹
- SMILES string: CCCCNc1c(OCCCC)c([C@H](F)CC)c(COO)c2c1C(=O)c1cc(Cl)c(I)c(COC)c1C2=O.COCCNCCOC.COCCNCCOC
- HOMO-LUMO gap: 0.2934 Eh
- HOMO level: -8.7 eV
- LUMO: -0.7 eV



(2)
# C11H9F5N2ORuS2

C11H9F5N2ORuS2 as an isolated structure (wB97M-V/def2-TZVPD, OMol25).

Last column: Löwdin charge in e.
Element x y z (Å)
Ru -1.515 0.426 0.085  1.306
S -2.373 -1.512 1.432  0.951
C -1.023 -2.061 0.692  -1.062
N -0.382 -1.085 -0.022  -0.163
C 0.801 -1.504 -0.563  -0.269
C 1.725 -0.723 -1.275  0.030
C 2.882 -1.329 -1.701  -0.017
C 3.122 -2.679 -1.417  0.014
C 2.211 -3.462 -0.709  -0.022
C 1.051 -2.862 -0.277  -0.395
S -0.244 -3.572 0.684  1.195
H 1.519 0.322 -1.464  0.126
H 3.621 -0.762 -2.249  0.131
H 4.047 -3.130 -1.753  0.136
H 2.420 -4.502 -0.499  0.135
F -3.727 -0.992 -1.372  0.165
C -2.895 0.008 -1.279  -0.485
F -3.549 1.110 -0.708  0.037
C -2.232 0.442 -2.602  -0.580
F -2.980 0.633 -3.645  0.260
F -1.595 1.614 -2.269  0.104
F -1.261 -0.434 -2.882  0.165
C -0.126 2.491 3.659  0.035
C -0.100 2.586 2.169  -0.488
N 0.397 3.672 1.618  0.242
O -0.538 1.640 1.450  -0.161
H 0.846 2.752 4.076  0.108
H -0.402 1.490 3.973  0.096
H -0.857 3.201 4.052  0.114
H 0.743 4.433 2.182  0.150
H 0.411 3.790 0.616  0.142

- Total charge: +2
- Largest force on an atom: 3.08 eV Å⁻¹
- HOMO-LUMO gap (alpha / beta): 0.1939 / 0.2013 Eh
- HOMO level (alpha / beta): -15.8 / -15.9 eV
- LUMO (alpha / beta): -10.6 / -10.4 eV



(3)
# C3H3N3O2

One molecule with the formula C3H3N3O2 (wB97M-V/def2-TZVPD, OMol25).

Last column: Löwdin charge in e.
Element x y z (Å)
C -0.524 0.153 0.124  -0.292
C 1.020 -1.264 -0.031  -0.130
C 0.771 0.948 0.006  -0.400
H -3.501 0.575 -0.172  0.106
H 1.592 -2.171 -0.035  0.125
H 2.665 0.076 -0.038  0.148
N -1.618 0.816 0.018  0.076
N -0.298 -1.228 0.151  0.140
N 1.688 -0.074 -0.057  0.134
O -2.718 0.029 -0.030  -0.018
O 0.922 2.141 0.064  0.111

- Total charge: 0
- Largest force on an atom: 2.89 eV Å⁻¹
- SMILES string: O=C1NC=N/C1=N\O
- HOMO-LUMO gap: 0.3294 Eh
- HOMO level: -9.3 eV
- LUMO: -0.3 eV



(4)
# C25H29NO4

A 2-piece molecular cluster, C25H29NO4 overall (wB97M-V/def2-TZVPD, OMol25).

Last column: Löwdin charge in e.
Element x y z (Å)
C 1.594 4.353 3.773  -0.078
C 1.078 4.019 2.398  -0.229
O 0.447 2.720 2.437  -0.025
C -0.048 2.337 1.236  -0.463
C -0.639 0.985 1.318  -0.145
C -0.797 0.391 2.643  -0.068
C -1.689 0.655 0.360  -0.471
O -2.381 -0.363 0.421  0.053
O -1.820 1.544 -0.630  -0.011
C -3.020 1.344 -1.403  -0.222
C -2.888 2.291 -2.557  -0.074
O 0.100 3.037 0.237  0.049
H 2.141 5.296 3.719  0.076
H 0.784 4.484 4.497  0.078
H 2.284 3.588 4.141  0.077
H 0.356 4.772 2.056  0.129
H 1.908 3.974 1.683  0.123
H -1.425 -0.504 2.547  0.090
H 0.182 0.125 3.069  0.074
H -1.304 1.104 3.319  0.103
H -3.079 0.299 -1.729  0.118
H -3.899 1.583 -0.783  0.134
H -3.750 2.194 -3.215  0.074
H -2.833 3.323 -2.199  0.083
H -1.985 2.070 -3.134  0.077
C 1.659 -2.429 3.259  -0.014
C 0.735 -2.645 2.128  -0.218
N -0.075 -3.728 2.094  0.146
C -0.739 -3.814 0.871  -0.184
C -0.341 -2.703 0.090  -0.114
C -0.967 -2.475 -1.128  -0.027
C -1.962 -3.368 -1.549  -0.067
C -2.407 -4.411 -0.715  -0.082
C -1.813 -4.629 0.535  -0.021
C 0.604 -1.929 0.899  -0.118
C 1.172 -0.700 0.564  0.053
C 1.524 -0.362 -0.787  -0.195
C 1.793 -1.325 -1.801  -0.032
C 1.984 -0.932 -3.121  -0.037
C 1.913 0.420 -3.483  -0.272
C 1.973 0.856 -4.909  -0.056
C 1.802 1.377 -2.471  -0.021
C 1.680 0.996 -1.151  0.002
H 2.439 -1.721 2.965  0.087
H 1.126 -2.030 4.134  0.093
H 2.131 -3.381 3.549  0.092
H -0.173 -4.391 2.858  0.174
H -0.671 -1.615 -1.723  0.112
H -2.422 -3.228 -2.529  0.103
H -3.233 -5.046 -1.035  0.100
H -2.153 -5.374 1.255  0.109
H 1.603 -0.093 1.362  0.127
H 1.882 -2.379 -1.527  0.123
H 2.164 -1.683 -3.892  0.117
H 2.014 1.947 -4.957  0.075
H 2.856 0.454 -5.414  0.083
H 1.098 0.533 -5.484  0.086
H 1.805 2.438 -2.723  0.121
H 1.685 1.747 -0.368  0.103

- Total charge: 0
- Largest force on an atom: 1.88 eV Å⁻¹
- HOMO-LUMO gap: 0.2185 Eh
- HOMO level: -6.9 eV
- LUMO: -1.0 eV



(5)
# C5H9NO

One molecule with the formula C5H9NO (wB97M-V/def2-TZVPD, OMol25).

Last column: Löwdin charge in e.
Element x y z (Å)
O -0.600 -3.152 1.260  0.023
C -1.005 -2.116 0.784  -0.394
N -0.960 -0.765 1.051  0.002
C -1.035 0.120 -0.107  -0.216
C 0.168 0.129 -1.113  -0.175
C 1.223 1.141 -0.762  -0.176
C 1.396 1.669 0.453  -0.012
H -1.503 -2.304 -0.239  0.145
H -0.234 -0.386 1.824  0.195
H -1.930 -0.145 -0.677  0.115
H -1.019 1.132 0.263  0.094
H -0.117 0.528 -2.057  0.092
H 0.572 -0.863 -1.287  0.114
H 2.006 1.414 -1.451  0.091
H 0.666 1.549 1.241  0.032
H 2.371 2.049 0.818  0.069

- Total charge: 0
- Largest force on an atom: 3.89 eV Å⁻¹
- SMILES string: C=CCCNC=O
- HOMO-LUMO gap: 0.3925 Eh
- HOMO level: -9.7 eV
- LUMO: 0.9 eV



Please write out number 5 again, unchanged.
# C5H9NO

One molecule with the formula C5H9NO (wB97M-V/def2-TZVPD, OMol25).

Last column: Löwdin charge in e.
Element x y z (Å)
O -0.600 -3.152 1.260  0.023
C -1.005 -2.116 0.784  -0.394
N -0.960 -0.765 1.051  0.002
C -1.035 0.120 -0.107  -0.216
C 0.168 0.129 -1.113  -0.175
C 1.223 1.141 -0.762  -0.176
C 1.396 1.669 0.453  -0.012
H -1.503 -2.304 -0.239  0.145
H -0.234 -0.386 1.824  0.195
H -1.930 -0.145 -0.677  0.115
H -1.019 1.132 0.263  0.094
H -0.117 0.528 -2.057  0.092
H 0.572 -0.863 -1.287  0.114
H 2.006 1.414 -1.451  0.091
H 0.666 1.549 1.241  0.032
H 2.371 2.049 0.818  0.069

- Total charge: 0
- Largest force on an atom: 3.89 eV Å⁻¹
- SMILES string: C=CCCNC=O
- HOMO-LUMO gap: 0.3925 Eh
- HOMO level: -9.7 eV
- LUMO: 0.9 eV



- The highest largest force on an atom belongs to which entry?
  C5H9NO